Density functional theory data (ωB97M-V with the def2-TZVPD basis set) for a structure of composition C8H14O6Rb in a non-equilibrium geometry.

Summary:
Charge: +1
Orbital gap: 9.60 eV

Geometry (Å):
C: 4.041 0.146 0.136
C: 2.800 0.300 -0.889
O: 2.627 -0.672 -1.672
O: 1.954 1.474 -0.913
C: 0.701 1.123 -0.279
C: -0.552 2.109 -0.734
C: -1.895 1.141 -0.628
C: -2.226 0.666 0.898
C: -1.650 -0.805 1.298
O: -2.531 -1.909 0.907
C: -1.699 -2.793 0.134
O: -1.037 -3.725 0.625
O: -1.613 -2.563 -1.287
O: -0.385 -2.943 -1.756
H: 3.688 -0.254 1.148
H: 4.770 -0.627 -0.292
H: 4.616 1.123 0.273
H: 0.715 1.150 0.879
H: 0.404 0.082 -0.690
H: -0.433 2.482 -1.811
H: -0.638 3.052 -0.055
H: -1.785 0.249 -1.330
H: -2.763 1.801 -0.972
H: -3.378 0.598 0.965
H: -1.875 1.468 1.668
H: -0.598 -1.053 0.884
H: -1.553 -0.821 2.473
H: 0.320 -2.467 -1.250
Rb: -0.026 1.669 2.268

***

Density functional theory data (ωB97M-V with the def2-TZVPD basis set) for a cluster of 2 separate species, C19H34NO5 in total.

Summary:
Charge: +1
Orbital gap: 7.59 eV

Geometry (Å):
C: 3.155 2.073 3.088
C: 2.551 0.979 2.240
O: 3.570 0.451 1.409
C: 3.112 -0.276 0.295
C: 2.715 -1.703 0.664
O: 1.996 -2.301 -0.411
C: 0.611 -2.354 -0.221
C: 0.026 -3.028 -1.453
O: -1.364 -2.728 -1.623
C: -2.244 -3.510 -0.865
C: -3.430 -2.608 -0.557
N: -4.490 -3.373 0.189
C: -5.707 -2.515 0.378
C: -5.265 -1.282 1.202
O: -3.876 -1.358 1.471
C: -3.067 -1.378 0.298
C: -3.127 -0.072 -0.490
O: -4.201 -0.105 -1.400
C: -4.054 0.725 -2.548
H: 2.481 2.333 3.905
H: 3.355 2.967 2.499
H: 4.092 1.723 3.521
H: 2.121 0.198 2.879
H: 1.744 1.381 1.609
H: 2.261 0.233 -0.183
H: 3.933 -0.296 -0.422
H: 3.602 -2.308 0.853
H: 2.111 -1.699 1.578
H: 0.173 -1.346 -0.136
H: 0.375 -2.913 0.698
H: 0.165 -4.114 -1.428
H: 0.533 -2.643 -2.335
H: -1.783 -3.874 0.065
H: -2.582 -4.386 -1.439
H: -3.906 -2.307 -1.491
H: -4.731 -4.215 -0.335
H: -4.126 -3.653 1.103
H: -6.466 -3.101 0.892
H: -6.050 -2.247 -0.619
H: -5.755 -1.273 2.171
H: -5.519 -0.365 0.667
H: -2.053 -1.508 0.675
H: -3.255 0.738 0.240
H: -2.175 0.087 -1.007
H: -3.003 0.798 -2.839
H: -4.449 1.725 -2.357
H: -4.615 0.269 -3.362
C: 5.565 3.520 -0.138
C: 4.249 3.204 -0.443
C: 3.392 4.188 -0.918
C: 3.851 5.487 -1.088
C: 5.168 5.802 -0.784
C: 6.025 4.818 -0.309
H: 6.231 2.753 0.238
H: 3.897 2.192 -0.300
H: 2.364 3.944 -1.157
H: 3.183 6.254 -1.459
H: 5.527 6.814 -0.918
H: 7.052 5.065 -0.071

***

The following highest occupied orbital energy values (in eV) correspond, in order, to the records above: -13.61; -10.66.
The following molar mass values (in g mol⁻¹) correspond, in order, to the records above: 291.662; 356.483.
The following E_tot values (in a.u.) correspond, in order, to the records above: -788.21058; -1175.00079.